*P*
7
Properties=species:S:1:pos:R:3 method="wB97M-V/def2-TZVPD" lumo_ev="3.62 / 3.62" gap_ev="6.9 / 6.9" charge=-1
N 0.633 -0.421 0.201
O 2.101 1.287 -1.377
O 3.023 1.655 0.847
S 0.067 -1.421 1.157
S 2.757 0.730 -0.231
Cl 0.799 -3.446 0.703
H 0.313 -0.284 -0.815

*Q*
7
Properties=species:S:1:pos:R:3 method="wB97M-V/def2-TZVPD" lumo_ev=3.59 gap_ev=7.8 charge=-1
N -0.081 -0.543 0.449
O -1.832 0.806 -0.819
O -0.310 1.859 0.972
S 1.518 -1.039 0.662
S -0.212 1.148 -0.279
Cl 2.533 -2.414 -0.810
H -1.616 0.183 -0.175

Most stable structure, least stable structure: *P*, *Q*.

*P*
15
Properties=species:S:1:pos:R:3 method="wB97M-V/def2-TZVPD" lumo_ev=0.90 gap_ev=10.1 charge=0
N -1.707 -0.936 0.575
C -1.901 0.263 1.001
N -1.385 1.352 0.398
H -0.272 -0.803 -0.868
H -1.994 -1.549 1.334
H -2.270 0.415 2.022
H -1.572 2.287 0.711
H -0.872 1.216 -0.465
N 2.428 -0.839 -0.639
C 1.417 0.160 -0.662
O 0.250 -0.176 -1.407
H 2.473 -1.488 -1.410
H 2.458 -1.387 0.212
H 1.174 0.423 0.367
H 1.772 1.063 -1.170

*Q*
15
Properties=species:S:1:pos:R:3 method="wB97M-V/def2-TZVPD" lumo_ev=0.02 gap_ev=8.8 charge=0
C -2.428 -0.038 0.057
N -1.094 0.175 0.554
H -1.024 0.016 1.559
H 0.004 0.853 0.469
H -2.748 -1.058 0.297
H -2.465 0.055 -1.029
H -3.184 0.636 0.486
C 1.728 0.241 0.180
N 1.869 0.949 -1.043
N 1.186 -1.070 0.042
O 2.642 0.339 1.023
H 1.133 0.807 -1.719
H 2.806 0.911 -1.418
H 1.354 -1.699 0.813
H 0.222 -1.117 -0.272

*R*
15
Properties=species:S:1:pos:R:3 method="wB97M-V/def2-TZVPD" lumo_ev=1.15 gap_ev=8.9 charge=0
C 0.025 0.289 0.714
C 0.380 -0.966 1.516
N 0.866 0.413 -0.501
N -1.468 1.522 -0.742
N 0.675 -0.550 -1.547
O -1.330 0.266 0.348
H 1.038 1.383 -0.770
H 0.236 1.171 1.337
H -2.484 1.453 -0.679
H -1.247 1.045 -1.621
H 1.548 -0.720 -2.052
H 0.395 -1.464 -1.187
H -0.204 -0.982 2.441
H 0.127 -1.875 0.962
H 1.441 -0.986 1.781

Most stable structure, least stable structure: *P*, *R*.

*P*
24
Properties=species:S:1:pos:R:3 method="wB97M-V/def2-TZVPD" lumo_ev=-5.52 gap_ev=6.2 charge=+1
C 0.400 -1.069 -1.955
C 0.490 0.010 -2.664
C -0.955 -1.106 -1.136
C -0.724 -1.012 0.422
C -0.189 0.346 0.682
C 1.267 -2.181 -1.580
C 0.344 1.113 -3.483
N -0.648 0.825 1.797
N 0.210 2.346 4.694
H -1.567 -0.338 -1.558
H -1.414 -2.074 -1.266
H -1.724 -1.333 0.934
H 0.097 -1.750 0.777
H 1.528 -2.872 -2.532
H 0.685 -2.888 -0.959
H 2.159 -1.745 -1.104
H -0.614 1.612 -3.374
H 0.416 0.907 -4.509
H 0.958 1.977 -3.144
H -1.066 0.379 2.579
H -0.208 1.638 2.061
H 0.612 3.208 5.002
H 0.681 1.615 5.208
H -0.738 2.392 5.108

*Q*
24
Properties=species:S:1:pos:R:3 method="wB97M-V/def2-TZVPD" lumo_ev=-3.53 gap_ev=10.7 charge=+1
C -0.217 0.019 -0.224
C -1.507 0.961 0.603
C -2.164 -0.425 -1.310
C 2.054 0.397 -1.080
C 1.499 -1.611 0.413
C 1.505 0.608 1.484
C 1.176 -0.099 0.152
N -0.767 -0.594 -1.179
N -2.714 0.368 0.050
H -1.243 0.734 1.671
H -1.547 1.973 0.040
H -2.477 0.411 -2.084
H -2.845 -1.360 -1.404
H 2.448 -0.487 -1.607
H 1.332 0.770 -1.852
H 2.708 1.147 -0.763
H 0.796 -1.906 1.224
H 2.541 -1.654 0.640
H 1.329 -2.200 -0.510
H 1.524 1.651 1.350
H 2.453 0.321 1.770
H 0.778 0.209 2.220
H -3.272 -0.294 0.686
H -3.390 1.061 -0.290

Most stable structure, least stable structure: *Q*, *P*.

*P*
10
Properties=species:S:1:pos:R:3 method="wB97M-V/def2-TZVPD" lumo_ev="-15.11 / -15.08" gap_ev="4.7 / 4.8" charge=+2
C 0.675 -0.899 -0.002
C 2.873 -0.606 0.044
N 1.068 -2.119 0.045
N 2.772 -1.856 -0.103
N 1.717 0.114 -0.031
N -0.550 -0.425 -0.002
I 4.839 0.257 0.027
H 1.693 1.084 -0.192
H -1.393 -1.026 0.353
H -0.934 0.434 -0.351

*Q*
10
Properties=species:S:1:pos:R:3 method="wB97M-V/def2-TZVPD" lumo_ev="-13.47 / -13.47" gap_ev="5.8 / 5.8" charge=+2
C 0.001 0.461 -0.089
C 0.421 -1.392 0.940
N -0.787 -0.476 -0.550
N -0.435 -1.633 -0.144
N 0.844 -0.173 0.894
N 0.043 1.754 -0.342
I -1.914 -3.132 -1.386
H 1.662 0.192 1.538
H -0.815 2.202 -0.445
H 0.980 2.196 -0.416

Most stable structure, least stable structure: *Q*, *P*.

*P*
16
Properties=species:S:1:pos:R:3 method="wB97M-V/def2-TZVPD" lumo_ev=0.74 gap_ev=9.6 charge=0
C 1.840 -1.079 0.050
C 1.549 1.357 -0.218
C -3.956 -0.289 -0.333
N 1.394 0.176 0.596
O -1.540 -0.415 0.327
P -2.775 0.780 0.187
H 1.295 -1.349 -0.907
H 2.896 -1.391 -0.019
H 1.509 -1.920 0.715
H 1.401 2.365 0.300
H 2.667 1.422 -0.559
H 0.856 1.490 -1.121
H 1.997 0.276 1.466
H -3.525 -1.250 -0.418
H -4.940 -0.106 -0.433
H -0.667 -0.068 0.365

*Q*
16
Properties=species:S:1:pos:R:3 method="wB97M-V/def2-TZVPD" lumo_ev="-0.01 / -0.34" gap_ev="9.3 / 7.0" charge=0
C -1.754 -0.411 -1.417
C 0.687 -0.275 -1.334
C -0.546 0.120 -0.574
N 2.120 0.267 2.660
O -1.195 0.414 2.148
P -0.483 -0.685 1.201
H -2.114 -1.388 -1.166
H -2.612 0.269 -1.392
H -1.477 -0.521 -2.445
H 0.766 0.302 -2.225
H 0.410 -1.334 -1.531
H 1.739 -0.425 -0.872
H -0.500 1.244 -0.531
H 2.892 0.517 2.084
H 1.579 1.139 2.668
H -1.632 0.101 2.948

Most stable structure, least stable structure: *P*, *Q*.

*P*
14
Properties=species:S:1:pos:R:3 method="wB97M-V/def2-TZVPD" lumo_ev=0.76 gap_ev=10.0 charge=0
C 0.121 -1.393 0.471
C 0.472 -0.321 -0.503
C 0.744 1.124 0.078
H -1.947 -0.139 0.046
H -2.864 -1.049 1.188
H 0.896 -2.100 0.673
H -0.366 -0.277 -1.204
H -0.122 1.363 0.728
H 1.611 1.121 0.699
H 1.885 2.365 -1.647
N -1.968 -0.663 0.929
N -0.952 -1.564 1.144
S 0.635 2.478 -1.112
Cl 1.854 -0.944 -1.489

*Q*
14
Properties=species:S:1:pos:R:3 method="wB97M-V/def2-TZVPD" lumo_ev=0.45 gap_ev=9.1 charge=0
C 1.274 -0.640 0.293
C 1.041 0.742 -0.357
C -1.928 -0.460 0.283
H 1.358 -0.610 1.385
H 0.503 -1.373 0.106
H 1.156 0.616 -1.473
H 1.881 1.442 -0.007
H -0.354 1.307 0.976
H -1.501 0.594 -1.431
H -1.490 -0.720 1.283
N -0.262 1.295 -0.030
N -1.244 0.392 -0.461
S -3.234 -1.277 -0.279
Cl 2.799 -1.307 -0.289

Most stable structure, least stable structure: *P*, *Q*.